C32H33F3N6O5SY as an isolated structure. Source: OMol25; level of theory: ωB97M-V with the def2-TZVPD basis set.

Structure (XYZ):
```
81
Properties=species:S:1:pos:R:3
Y 0.0236 0.4870 0.0820
C -1.6054 -2.2583 2.8416
N -0.8174 -1.0465 2.9598
C 0.5579 -1.3262 3.3195
C 1.3063 -2.1656 2.3091
C 2.6430 -2.4605 2.5433
C 3.3267 -3.2391 1.6275
C 2.6456 -3.7073 0.5166
C 1.3189 -3.3498 0.3624
N 0.6549 -2.6089 1.2388
C -1.4457 -0.0982 3.8712
C -1.3984 1.3469 3.4287
C -1.0236 2.3579 4.3072
C -1.1239 3.6762 3.8953
C -1.6158 3.9387 2.6277
C -1.9369 2.8655 1.8087
N -1.8157 1.6010 2.1927
C -2.7263 -2.1035 1.8516
C -3.7367 -3.0651 1.8096
C -4.7701 -2.9099 0.9053
C -4.7814 -1.7754 0.1087
C -3.7150 -0.8921 0.2004
N -2.6980 -1.0615 1.0323
H -2.0140 -2.5898 3.8165
H -0.9595 -3.0528 2.4615
H 0.6196 -1.8360 4.3062
H 1.0846 -0.3730 3.4055
H 3.1458 -2.0590 3.4107
H 4.3704 -3.4678 1.7777
H 3.1459 -4.3043 -0.2316
H 0.7492 -3.6691 -0.4995
H -1.0284 -0.1899 4.8914
H -2.5108 -0.3492 3.9220
H -0.6552 2.1185 5.2953
H -0.8222 4.4831 4.5520
H -1.7350 4.9538 2.2770
H -2.3017 3.0075 0.7997
H -3.6940 -3.9239 2.4658
H -5.5547 -3.6509 0.8351
H -5.5864 -1.6011 -0.5892
H -3.6732 -0.0049 -0.4107
C -3.3440 2.2173 -2.7196
C -2.3929 1.1715 -2.1458
O -1.8603 1.4656 -0.9999
C -2.2446 -0.0168 -2.8000
C -1.2629 -0.9882 -2.3445
C -1.7061 -2.4088 -2.0590
N 0.0100 -0.7559 -2.2395
N 0.6521 0.2072 -2.9298
C 1.0994 1.3223 -2.4563
O 0.8074 1.8447 -1.3127
C 2.0732 2.0436 -3.3098
C 2.7810 3.1008 -2.7431
C 3.7575 3.7583 -3.4640
C 4.0170 3.3938 -4.7753
C 3.3060 2.3499 -5.3510
C 2.3483 1.6682 -4.6199
H -4.1074 2.4873 -1.9899
H -3.8216 1.8609 -3.6286
H -2.7713 3.1156 -2.9456
H -2.8862 -0.2699 -3.6350
H -2.6331 -2.6123 -2.5940
H -1.8695 -2.5566 -0.9937
H -0.9345 -3.1016 -2.3865
H 2.5671 3.3495 -1.7173
H 4.3302 4.5496 -2.9943
H 4.7824 3.9146 -5.3396
H 3.5182 2.0621 -6.3738
H 1.8134 0.8301 -5.0408
C 1.2288 1.7112 1.6672
H 2.2783 1.5498 1.3896
H 1.1737 1.5220 2.7461
H 1.0525 2.7877 1.5464
F 3.9965 -0.6046 -3.0095
C 3.7410 -1.3681 -1.9467
F 4.8446 -2.1170 -1.7466
F 2.7784 -2.2306 -2.2908
S 3.3176 -0.3463 -0.4002
O 3.5372 1.0073 -0.8007
O 4.2368 -0.8590 0.5853
O 1.9390 -0.7515 -0.1563
```

Properties
E_tot = -72932.2568 eV
Energy above the lowest of the compared OMol25 structures with the same formula, charge and spin = 3.199 eV
Frontier orbital gap = 6.82 eV
E_HOMO = -4.38 eV
Total charge = -1
F_max = 2.02 eV Å⁻¹

---

C32H33IN8O2RbSSe as an isolated structure. Source: OMol25; level of theory: ωB97M-V with the def2-TZVPD basis set.

Structure (XYZ):
```
79
Properties=species:S:1:pos:R:3
Rb -0.5345 0.6475 0.9002
C 2.4870 5.0726 4.6024
C 1.1802 4.9850 3.8204
N 1.3639 4.6143 2.4320
C 1.6187 3.3451 2.0088
S 1.8833 3.1500 0.3111
N 1.6481 2.4407 2.9752
N 1.7037 1.1565 2.5368
C 1.9099 0.2460 3.4162
C 2.1652 0.5118 4.8733
C 1.8910 -1.1599 2.9365
C 2.2206 -2.2088 3.7986
C 2.1974 -3.5087 3.3257
C 1.8430 -3.7425 2.0070
C 1.5202 -2.6450 1.2214
N 1.5406 -1.3940 1.6639
H 2.2959 5.3488 5.6420
H 3.1541 5.8187 4.1653
H 2.9885 4.1047 4.5859
H 0.6633 5.9466 3.8343
H 0.5194 4.2536 4.2845
H 1.4962 5.3274 1.7376
H 2.1292 1.5828 5.0505
H 3.1494 0.1378 5.1683
H 1.4121 0.0227 5.4966
H 2.4994 -2.0067 4.8225
H 2.4517 -4.3315 3.9831
H 1.8065 -4.7417 1.5945
H 1.2498 -2.7702 0.1780
C -1.5117 2.0952 4.8772
C -2.5019 2.3990 3.7942
N -3.0893 3.5598 3.7759
C -3.9810 3.8397 2.7821
C -4.2955 2.9557 1.7922
C -5.2632 3.3404 0.6943
O -5.5742 4.7242 0.6509
C -3.6689 1.6782 1.7699
C -4.1124 0.6846 0.8212
N -3.4302 -0.3239 0.4091
C -4.0958 -1.3052 -0.3237
C -5.3513 -1.7882 0.0643
C -5.9914 -2.7905 -0.6456
C -5.3896 -3.3495 -1.7627
C -4.1366 -2.8999 -2.1568
C -3.4992 -1.9004 -1.4412
I -1.6091 -1.2728 -2.0657
C -2.7279 1.3506 2.7968
O -2.1003 0.2644 2.8841
H -1.5221 2.8976 5.6134
H -0.5053 1.9961 4.4591
H -1.7470 1.1394 5.3496
H -4.4460 4.8153 2.8304
H -6.2215 2.8315 0.8304
H -4.8626 3.0156 -0.2726
H -4.7398 5.2045 0.6915
H -5.1392 0.8008 0.4471
H -5.7999 -1.3822 0.9622
H -6.9589 -3.1460 -0.3138
H -5.8787 -4.1386 -2.3187
H -3.6502 -3.3305 -3.0219
C 4.8193 -2.6474 0.7167
N 4.5883 -1.2294 0.8376
C 3.8973 -0.4514 -0.0498
Se 3.1468 -0.9800 -1.6315
N 3.8982 0.8012 0.4456
C 4.5794 0.8478 1.6460
C 4.8475 1.8870 2.5208
C 5.5684 1.5766 3.6655
C 6.0062 0.2748 3.9245
C 5.7390 -0.7648 3.0423
C 5.0205 -0.4495 1.9009
H 4.3200 -2.9889 -0.1873
H 4.4037 -3.1655 1.5832
H 5.8885 -2.8557 0.6446
H 3.3039 1.5611 0.0791
H 4.4782 2.8851 2.3266
H 5.7875 2.3600 4.3797
H 6.5636 0.0722 4.8300
H 6.0753 -1.7743 3.2395
```

Properties
E_tot = -134677.0984 eV
Frontier orbital gap = 6.87 eV
E_HOMO = -4.69 eV
Total charge = -1
F_max = 0.96 eV Å⁻¹

---

C32H33InN3P2S2 as an isolated structure. Source: OMol25; level of theory: ωB97M-V with the def2-TZVPD basis set.

Structure (XYZ):
```
73
Properties=species:S:1:pos:R:3
In 0.6345 0.7046 1.0830
S -0.4313 2.5662 -0.1818
P -0.8160 0.8927 -1.3916
C -0.2642 -0.4769 -0.5421
P 1.1809 -1.3295 -0.8304
S 2.7179 -0.3328 0.1871
C 1.0714 -2.9678 -0.0791
C 2.2073 -3.7753 -0.0334
C 2.1341 -5.0363 0.5306
C 0.9291 -5.4948 1.0532
C -0.2004 -4.6933 1.0089
C -0.1322 -3.4271 0.4402
C 1.6826 -1.6361 -2.5336
C 2.6970 -0.9121 -3.1487
C 3.0299 -1.1814 -4.4686
C 2.3522 -2.1665 -5.1707
C 1.3345 -2.8876 -4.5588
C 1.0001 -2.6266 -3.2413
C -0.0802 1.2071 -3.0091
C -0.5294 0.4574 -4.0963
C 0.0538 0.6286 -5.3402
C 1.0749 1.5556 -5.5066
C 1.5228 2.3021 -4.4275
C 0.9512 2.1257 -3.1756
C -2.5925 0.8631 -1.6841
C -3.2107 1.9422 -2.3149
C -4.5736 1.9119 -2.5486
C -5.3209 0.8059 -2.1558
C -4.7065 -0.2675 -1.5310
C -3.3378 -0.2414 -1.2933
H 3.1471 -3.4157 -0.4369
H 3.0142 -5.6645 0.5640
H 0.8747 -6.4818 1.4936
H -1.1381 -5.0538 1.4111
H -1.0050 -2.7882 0.3907
H 3.2273 -0.1476 -2.5955
H 3.8232 -0.6220 -4.9466
H 2.6205 -2.3782 -6.1976
H 0.8101 -3.6602 -5.1054
H 0.2172 -3.1994 -2.7579
H -1.3383 -0.2533 -3.9708
H -0.2932 0.0452 -6.1828
H 1.5198 1.6964 -6.4832
H 2.3148 3.0275 -4.5591
H 1.2956 2.7105 -2.3326
H -2.6256 2.8009 -2.6250
H -5.0567 2.7461 -3.0395
H -6.3865 0.7838 -2.3427
H -5.2899 -1.1280 -1.2314
H -2.8361 -1.0711 -0.8112
C -0.8475 4.0447 5.2571
C -1.5372 3.7110 3.9518
N -0.8496 2.5958 3.3091
C -0.0441 1.7088 3.9214
N 0.5532 0.7701 3.1857
C 1.2703 -0.3062 3.8831
C 2.0290 0.2561 5.0662
C 1.0383 0.9269 5.9926
N 0.1337 1.8060 5.2489
C -0.6502 2.7595 6.0360
H -1.4535 4.7442 5.8307
H 0.1216 4.5104 5.0682
H -1.5244 4.5572 3.2663
H -2.5810 3.4428 4.1341
H -1.0519 2.4427 2.3310
H 1.9486 -0.7811 3.1736
H 0.5600 -1.0712 4.2140
H 2.7691 0.9781 4.7152
H 2.5558 -0.5325 5.6021
H 1.5528 1.5392 6.7340
H 0.4486 0.1799 6.5323
H -0.1012 2.9427 6.9579
H -1.6143 2.3182 6.3079
```

Properties
E_tot = -83609.5985 eV
Frontier orbital gap = 8.25 eV
E_HOMO = -10.35 eV
Total charge = +1
F_max = 0.05 eV Å⁻¹

---

C32H33N3O7P2SSeTc as an isolated structure. Source: OMol25; level of theory: ωB97M-V with the def2-TZVPD basis set.

Structure (XYZ):
```
80
Properties=species:S:1:pos:R:3
Tc 0.2370 0.4069 -2.4941
N -0.5725 2.0703 -1.3073
C -1.9263 2.5097 -1.1244
C -2.1703 3.8739 -1.0625
C -3.4451 4.3479 -0.8077
C -4.4764 3.4421 -0.6148
C -4.2267 2.0831 -0.6953
C -2.9467 1.5853 -0.9459
C -2.6957 0.1433 -1.1584
C -3.6696 -0.7975 -0.7978
C -3.6073 -2.1134 -1.2126
C -2.5661 -2.5149 -2.0402
C -1.5608 -1.6115 -2.3347
C -1.5789 -0.2987 -1.8610
H -0.0263 2.8720 -1.6076
H -0.1666 1.7907 -0.3841
H -1.3494 4.5668 -1.2109
H -3.6307 5.4127 -0.7645
H -5.4817 3.7937 -0.4243
H -5.0579 1.3992 -0.5952
H -4.5054 -0.4842 -0.1858
H -4.3774 -2.8135 -0.9172
H -2.5231 -3.5240 -2.4297
H -0.7458 -1.9475 -2.9702
C 1.1254 -3.9492 -2.0587
C 2.2214 -2.9402 -1.7705
O 3.4561 -3.6389 -1.6011
P 2.5501 -1.7693 -3.1451
O 3.7643 -0.9109 -2.6506
O 3.0782 -2.6139 -4.3675
O 1.3685 -0.9722 -3.6313
P 1.9070 -1.8001 -0.3691
O 1.3311 -2.7229 0.7950
O 3.2725 -1.2672 -0.0451
O 0.8413 -0.8360 -0.8322
H 1.2967 -4.4483 -3.0134
H 0.1449 -3.4810 -2.0660
H 1.1425 -4.6955 -1.2653
H 3.9926 -3.1268 -0.9749
H 3.7746 -0.8203 -1.6532
H 3.8297 -3.1761 -4.1293
H 1.5822 -2.4092 1.6756
C -2.8012 -0.6828 3.8116
C -1.5515 -0.8411 4.6788
C -1.3288 -2.3399 4.9276
C -1.7924 -0.1281 6.0155
C -0.3112 -0.2545 4.0061
C 0.9380 -0.3497 4.6541
C 2.1051 0.1294 4.0942
C 2.0358 0.7217 2.8326
S 3.2887 1.3027 1.7945
C 2.0921 1.6248 0.5588
N 0.8774 1.3853 0.9188
C 0.8069 0.8378 2.1825
C -0.3651 0.3583 2.7707
C 2.5151 2.0314 -0.8023
C 3.6972 2.7746 -0.8821
C 4.2602 3.1276 -2.0926
C 3.6405 2.7244 -3.2624
C 2.4557 2.0052 -3.2037
C 1.8620 1.6366 -1.9939
H -3.6545 -1.1283 4.3259
H -2.6893 -1.1861 2.8489
H -3.0344 0.3686 3.6291
H -2.2137 -2.7778 5.3949
H -0.4793 -2.5205 5.5880
H -1.1474 -2.8621 3.9857
H -2.6693 -0.5494 6.5122
H -1.9666 0.9380 5.8572
H -0.9414 -0.2348 6.6898
H 0.9947 -0.8229 5.6265
H 3.0485 0.0300 4.6146
H -1.2880 0.4554 2.2146
H 4.1805 3.0830 0.0376
H 5.1727 3.7081 -2.1186
H 4.0594 2.9725 -4.2291
H 2.0117 1.7149 -4.1453
Se -0.9074 1.3748 -4.4179
C 0.3476 1.3787 -5.7683
N 1.1419 1.3800 -6.6050
```

Properties
E_tot = -149487.2315 eV
Energy above the lowest of the compared OMol25 structures with the same formula, charge and spin = 0.502 eV
Frontier orbital gap (spin up / spin down) = 7.47 / 7.11 eV
Spin multiplicity = 2
E_HOMO (spin up / spin down) = -8.16 / -7.95 eV
Total charge = 0
F_max = 0.46 eV Å⁻¹

---

C32H33N5O2P3PdS5Se2 as an isolated structure. Source: OMol25; level of theory: ωB97M-V with the def2-TZVPD basis set.

Structure (XYZ):
```
83
Properties=species:S:1:pos:R:3
Pd -1.2026 -2.8882 -0.6900
Se 2.4814 1.8184 2.1968
P 1.8217 2.1762 0.2314
C 3.1488 2.1613 -0.9967
C 3.1242 2.9843 -2.1161
C 4.1245 2.8747 -3.0723
C 5.1344 1.9373 -2.9189
C 5.1551 1.1095 -1.8028
C 4.1684 1.2242 -0.8379
C 0.9126 3.7169 0.0236
C -0.4752 3.7295 -0.0706
C -1.1513 4.9403 -0.1158
C -0.4448 6.1331 -0.0705
C 0.9409 6.1211 0.0280
C 1.6203 4.9158 0.0831
C 0.7216 0.8953 -0.3975
C 0.1055 -0.2063 0.1853
N -0.4849 -0.8738 -0.8211
N -0.2652 -0.2198 -1.9474
N 0.4581 0.8493 -1.7158
P -0.0430 -0.8525 1.8405
Se -1.4812 -2.5084 1.8065
C 1.5406 -1.5697 2.2985
C 2.4662 -1.8011 1.2832
C 3.6695 -2.4213 1.5762
C 3.9499 -2.8156 2.8768
C 3.0148 -2.6115 3.8821
C 1.8048 -2.0004 3.5953
C -0.7065 0.4366 2.9016
C -0.2001 0.7722 4.1509
C -0.8186 1.7666 4.8921
C -1.9233 2.4336 4.3832
C -2.4189 2.1065 3.1284
C -1.8185 1.1024 2.3855
H 2.3219 3.7001 -2.2497
H 4.1111 3.5224 -3.9388
H 5.9126 1.8555 -3.6665
H 5.9502 0.3859 -1.6781
H 4.1952 0.6093 0.0552
H -1.0300 2.7997 -0.1119
H -2.2311 4.9513 -0.1871
H -0.9741 7.0760 -0.1102
H 1.4916 7.0513 0.0682
H 2.7004 4.9024 0.1806
H 2.2668 -1.4703 0.2700
H 4.3950 -2.5840 0.7884
H 4.8947 -3.2895 3.1065
H 3.2237 -2.9347 4.8929
H 1.0672 -1.8902 4.3777
H 0.6975 0.3091 4.5287
H -0.4189 2.0365 5.8600
H -2.3901 3.2209 4.9600
H -3.2680 2.6381 2.7189
H -2.2094 0.8532 1.4025
N -4.7405 -1.5288 1.2554
C -4.5735 -1.8994 -0.1891
P -4.4749 -0.2326 -0.9967
O -5.8022 0.3410 -0.6695
O -3.1814 0.4044 -0.5755
C -4.2081 -0.5814 -2.8031
N -2.8620 -0.0331 -3.1584
H -3.8115 -1.2706 1.6274
H -5.0963 -2.2930 1.8274
H -5.3869 -0.7289 1.3065
H -5.4650 -2.4273 -0.5206
H -3.6933 -2.5448 -0.2484
H -4.9802 -0.1209 -3.4131
H -4.2053 -1.6537 -2.9932
H -2.9085 0.7565 -3.7971
H -2.2179 -0.7410 -3.5291
H -2.4498 0.2996 -2.2497
C -1.3801 -6.4233 -1.9469
S -0.4538 -5.3212 -0.8470
C 0.5170 -4.3432 -1.9415
C -0.0015 -3.4206 -2.8682
S -1.6573 -3.1670 -3.1417
S 1.1989 -2.4534 -3.6627
C 2.5961 -3.0463 -2.8088
S 4.0945 -2.4665 -2.9899
S 2.2102 -4.3507 -1.7094
H -2.1302 -6.8958 -1.3155
H -0.7099 -7.1792 -2.3475
H -1.8619 -5.8584 -2.7375
```

Properties
E_tot = -261477.3436 eV
Energy above the lowest of the compared OMol25 structures with the same formula, charge and spin = 0.396 eV
Frontier orbital gap (spin up / spin down) = 7.09 / 4.68 eV
Spin multiplicity = 3
E_HOMO (spin up / spin down) = -9.86 / -9.87 eV
Total charge = +1
F_max = 0.38 eV Å⁻¹

---

An isolated ion of composition C32H33N6O2 and charge +1. Source: OMol25; level of theory: ωB97M-V with the def2-TZVPD basis set.

Structure (XYZ):
```
73
Properties=species:S:1:pos:R:3
C -7.4724 -4.6409 -2.8642
C -6.1044 -4.0646 -2.6239
O -5.4548 -4.1158 -1.5907
N -5.5947 -3.4633 -3.7903
C -5.9878 -3.9999 -5.1039
C -4.8164 -4.6574 -5.7761
N -3.6860 -3.7865 -5.8864
C -2.6486 -4.1106 -6.8048
C -1.7577 -2.9614 -7.2154
N -1.2677 -2.2629 -6.0294
C -0.0567 -1.5600 -6.0762
C 0.4408 -1.4653 -7.4799
O 0.5131 -1.1335 -5.0395
C -2.1657 -2.2319 -4.9649
C -1.8919 -1.4858 -3.8488
N -2.7725 -1.3752 -2.8248
C -2.3663 -0.6479 -1.3790
C -2.9029 0.7031 -1.4323
C -2.6189 1.6383 -2.4403
N -2.7160 2.8702 -1.8942
C -2.4773 4.1423 -2.5566
C -3.1805 2.7852 -0.5935
C -3.3448 3.8252 0.3091
C -3.7555 3.5222 1.6235
C -3.9134 2.1465 1.9895
C -3.7330 1.1281 1.0529
C -3.4373 1.4187 -0.2714
C -2.1262 -1.3106 -0.0953
C -1.5284 -0.6505 0.9322
N -1.3219 -1.4719 1.9543
C -0.8735 -1.0133 3.2544
C -1.7931 -2.7491 1.6283
C -1.9846 -3.8007 2.5147
C -2.7022 -4.9205 2.0179
C -3.2015 -4.9113 0.6852
C -3.0194 -3.8430 -0.1566
C -2.3371 -2.7200 0.3101
C -3.9177 -1.9368 -2.7885
C -4.3702 -2.7564 -3.8424
C -3.4396 -2.9096 -4.9186
H -8.0401 -3.9769 -3.5284
H -7.3682 -5.6458 -3.3101
H -7.9207 -4.7139 -1.8819
H -6.6698 -4.8157 -4.8848
H -6.4151 -3.1700 -5.7097
H -4.5257 -5.5990 -5.3021
H -5.0691 -4.9061 -6.7949
H -2.0647 -4.9481 -6.4374
H -3.1447 -4.4319 -7.6962
H -0.8537 -3.4297 -7.6546
H -2.2816 -2.1984 -7.8572
H -0.3544 -1.0659 -8.1144
H 1.2952 -0.8054 -7.4374
H 0.7370 -2.4673 -7.8095
H -0.9829 -0.9552 -3.6533
H -1.3641 -0.6845 -1.8648
H -2.1229 1.4260 -3.4293
H -2.9000 4.9370 -1.9272
H -1.3938 4.3312 -2.6807
H -2.9850 4.1512 -3.5363
H -3.1780 4.8640 0.0301
H -3.9273 4.3282 2.3527
H -4.2043 1.9616 3.0300
H -3.8860 0.1119 1.4079
H -1.1671 0.4057 0.9020
H -0.9034 -1.8817 3.9217
H 0.1669 -0.6047 3.2199
H -1.5559 -0.2086 3.6420
H -1.6003 -3.6938 3.5440
H -2.8539 -5.7677 2.7157
H -3.7705 -5.8018 0.3688
H -3.4659 -3.8353 -1.1762
H -4.4083 -1.6616 -1.8338
```

Properties
E_tot = -46747.8900 eV
Energy above the lowest of the compared OMol25 structures with the same formula, charge and spin = 2.200 eV
Structure (SMILES) = CC(=O)N1CCN2CCN(C(C)=O)c3c[n+](C(c4cn(C)c5ccccc45)c4cn(C)c5ccccc45)cc1c32
Frontier orbital gap = 7.36 eV
E_HOMO = -9.63 eV
Total charge = +1
F_max = 5.71 eV Å⁻¹

---

Question: What is the formula in the fourth record?
Answer: C32H33N3O7P2SSeTc